No. 1
A structure of composition C16H17CaN3O7S4Se at a distorted geometry, computed with ωB97M-V/def2-TZVPD.

Structure (XYZ):
```
49
C16H17CaN3O7S4Se ωB97M-V/def2-TZVPD
Se -0.453 -2.769 -3.400
Ca -0.180 -0.877 1.884
S 3.270 -0.506 2.311
S 3.445 -2.534 2.178
S 1.825 0.008 3.719
S 1.868 -3.256 0.989
O -1.788 -2.135 2.746
O -0.892 -1.837 -0.024
O -2.471 2.648 2.834
O -3.452 -1.065 0.797
O -3.557 -2.395 4.108
O -1.481 -3.956 0.363
O 0.820 0.790 0.341
N 0.753 -0.170 -3.190
N 1.622 -1.591 -1.785
N -0.905 1.382 1.710
C -1.746 -2.672 0.206
C 0.164 1.663 0.913
C 2.296 -0.395 -1.605
C 1.747 0.513 -2.502
C 2.198 1.820 -2.592
C -0.130 0.439 -4.152
C -1.477 2.546 2.131
C -0.728 3.763 1.580
C 0.672 -1.450 -2.729
C -3.817 -1.039 2.177
C -2.997 -1.944 3.114
C 3.225 2.180 -1.727
C -3.223 -2.329 0.242
C 0.428 3.156 0.807
C 3.324 -0.045 -0.749
C 3.773 1.265 -0.825
H 3.716 -0.751 -0.030
H -0.628 1.296 -3.695
H 1.618 -2.294 -1.031
H -3.664 -0.003 2.487
H -0.431 4.402 2.411
H 0.429 0.771 -5.030
H -3.777 -3.125 0.748
H 3.600 3.196 -1.746
H 1.762 2.528 -3.284
H 0.485 3.444 -0.243
H -4.876 -1.295 2.285
H 1.405 3.344 1.256
H -1.417 4.334 0.954
H -3.535 -2.287 -0.807
H -0.509 -4.048 0.449
H -0.864 -0.307 -4.447
H 4.554 1.588 -0.148
```

energy above the lowest of the compared OMol25 structures with the same formula, charge and spin	17.2	kcal per mole
E_HOMO	-0.05727	Ha
charge	-2
E_tot	-162806.1790	eV

---

No. 2
A structure of composition C16H17CeCl2F5O2 at a distorted geometry, computed with ωB97M-V/def2-TZVPD.

Structure (XYZ):
```
43
C16H17CeCl2F5O2 ωB97M-V/def2-TZVPD
Ce -0.393 0.118 0.170
Cl 0.357 -4.706 0.708
Cl -1.717 -1.998 0.607
F -2.607 0.623 3.223
F 1.994 -1.646 5.177
F 1.762 -1.155 2.499
F -2.354 0.081 5.919
F -0.061 -1.055 6.898
O 1.064 1.293 1.046
O -1.996 1.485 0.305
C -1.459 0.067 3.694
C -0.426 -0.251 2.849
C 0.867 -1.077 4.709
C -1.339 -0.200 5.080
C -0.249 1.353 -2.254
C -0.857 2.705 -2.156
C 1.290 -0.363 -2.035
C 0.735 -0.816 3.327
C 2.212 2.045 -1.780
C -2.418 -0.067 -2.545
C -0.947 0.106 -2.432
C 2.574 -1.098 -1.901
C 1.130 1.056 -2.017
C 0.018 -0.954 -2.309
C -0.232 -2.412 -2.460
C -0.174 -0.779 5.581
H 1.463 1.995 1.586
H 1.817 3.001 -1.423
H -0.298 3.358 -1.473
H 2.440 -2.064 -1.402
H 3.315 -0.525 -1.337
H -1.294 -2.647 -2.356
H 0.087 -2.759 -3.451
H -0.859 3.182 -3.141
H -2.127 2.154 0.997
H -1.888 2.667 -1.790
H -2.771 -0.986 -2.059
H -2.967 0.768 -2.095
H 2.951 1.689 -1.053
H 2.751 2.251 -2.713
H -2.701 -0.121 -3.601
H 0.291 -3.017 -1.706
H 3.013 -1.299 -2.887
```

energy above the lowest of the compared OMol25 structures with the same formula, charge and spin	0.0	kcal per mole
E_HOMO	-0.04364	Ha
charge	-2
E_tot	-72527.3640	eV

---

No. 3
A structure of composition C16H17Cl2N3O3Pt at a distorted geometry, computed with ωB97M-V/def2-TZVPD.

Structure (XYZ):
```
42
C16H17Cl2N3O3Pt ωB97M-V/def2-TZVPD
Pt 0.070 0.251 0.477
Cl -0.413 1.717 -4.296
Cl 0.526 0.119 -2.047
O -2.503 2.047 -1.360
O 0.926 2.449 1.492
O -1.999 -0.804 0.104
N -0.303 4.337 1.120
N -0.829 2.258 0.148
N -1.489 -2.996 0.119
C 1.195 -0.758 3.257
C 2.441 -2.340 6.354
C 2.422 -1.228 7.206
C -1.866 2.749 -0.587
C 1.622 -0.953 4.562
C -2.142 4.164 -0.359
C -2.351 -1.989 0.178
C 0.608 5.094 1.943
C -3.793 -2.347 0.333
C -0.038 2.992 0.946
C -1.365 4.882 0.487
C 2.048 -2.215 5.043
C 2.033 0.029 6.728
C 0.789 -0.544 2.112
C 1.623 0.173 5.428
C -0.851 0.495 -3.094
H -1.797 -3.954 0.174
H -1.552 5.933 0.662
H 2.764 -3.298 6.732
H -1.660 0.922 -2.454
H -0.495 -2.816 0.059
H 0.221 6.095 2.109
H 2.693 -1.343 8.243
H -4.068 -2.204 1.378
H -3.978 -3.379 0.055
H 2.043 -3.061 4.372
H 1.585 5.152 1.456
H 2.059 0.885 7.386
H -4.411 -1.683 -0.264
H -3.002 4.584 -0.853
H -1.175 -0.422 -3.592
H 0.754 4.590 2.900
H 1.320 1.128 5.027
```

E_HOMO (alpha / beta)	-0.52853 / -0.52854	Ha
charge	+2
E_tot	-55750.8997	eV